Entry 1:
{
  "formula": "C26H46FIO15P2S",
  "method": "ωB97M-V/def2-TZVPD",
  "elements": ["C", "H", "H", "H", "H", "H", "H", "C", "H", "O", "O", "C", "C", "O", "C", "H", "H", "H", "O", "H", "C", "H", "H", "I", "C", "O", "O", "H", "H", "H", "H", "P", "F", "H", "C", "C", "H", "O", "H", "H", "H", "H", "H", "O", "H", "H", "O", "H", "S", "C", "H", "C", "O", "H", "P", "C", "H", "H", "O", "C", "O", "C", "C", "C", "H", "H", "C", "C", "H", "H", "H", "H", "O", "H", "H", "H", "H", "C", "H", "O", "C", "C", "H", "O", "C", "H", "H", "C", "C", "C", "H", "C"],
  "xyz": [[-0.76, -5.37, 1.99], [-1.36, -5.61, 1.11], [-0.77, 1.75, 2.09], [-3.86, 0.31, -1.35], [5.85, -4.91, 1.01], [4.11, -3.16, 1.23], [-1.83, 5.04, 6.62], [-3.49, 5.98, 5.55], [-3.58, 6.76, 6.32], [1.00, -0.56, -5.55], [2.06, -3.24, 2.74], [4.80, -5.21, 1.08], [-3.73, 3.37, -4.70], [1.24, -5.23, 3.70], [1.46, -0.89, -4.19], [-0.98, -4.12, 3.76], [2.98, -0.27, -1.96], [4.07, -3.84, -0.38], [3.49, -0.33, -2.84], [3.25, 2.35, -3.42], [0.38, -1.16, -2.99], [-1.74, 5.35, 1.18], [-4.14, 5.01, -2.91], [2.67, -2.73, -4.53], [3.89, -4.07, 0.67], [2.52, -4.40, 0.80], [-1.80, -0.95, -4.44], [0.40, 4.66, 0.14], [0.87, -1.99, -2.29], [1.41, 0.77, 2.72], [0.72, 3.56, 1.49], [-1.04, 3.82, 4.28], [-0.21, 2.64, -3.97], [-3.40, 4.28, 6.85], [-3.24, -0.88, -4.16], [-0.07, 4.04, 0.91], [-0.42, -3.13, -5.20], [2.80, -1.15, -7.65], [1.28, 2.34, 3.54], [2.45, -3.61, 4.76], [-3.28, 1.40, -6.15], [4.56, -2.31, 4.79], [4.64, -3.57, 3.56], [0.38, -4.66, 1.55], [-3.84, -1.11, -5.16], [2.16, -1.94, 4.30], [1.92, 1.07, -7.32], [-2.02, -3.79, -4.28], [2.37, -0.20, -6.51], [-0.98, 4.86, 1.80], [0.99, 0.86, 4.44], [-4.08, 2.74, -1.90], [-1.65, 4.05, 2.74], [-4.27, 3.03, -0.77], [1.84, -4.84, 2.33], [-2.76, 4.77, 6.11], [-2.40, -5.11, 3.37], [2.28, 2.29, -5.04], [0.95, 2.36, -1.81], [-3.54, 0.72, -3.76], [-0.75, 5.33, 4.51], [-0.62, 1.38, 3.10], [-1.58, -4.53, 2.95], [2.64, -2.87, 3.98], [4.34, -1.89, 3.08], [-4.49, 5.70, 5.21], [-3.83, 1.12, -2.20], [0.99, 2.27, -3.16], [-2.01, -3.67, 2.42], [-0.40, 5.66, 2.27], [-0.24, -3.92, -3.47], [4.64, -6.08, 0.43], [3.47, 0.05, -5.19], [-3.66, 4.12, -5.60], [-0.64, 3.25, 0.41], [-1.68, -1.96, -2.46], [-2.97, 6.41, 4.69], [-0.95, -3.29, -4.16], [-3.63, -1.64, -3.36], [-1.38, 2.15, 4.02], [0.85, 1.34, 3.47], [4.13, -2.65, 3.85], [-0.47, -6.33, 2.44], [-2.50, 3.83, 5.08], [-4.00, 3.86, -3.13], [0.16, -0.25, -2.29], [-1.02, 0.36, 3.12], [2.66, 0.21, -3.94], [-1.07, -1.77, -3.47], [2.33, 1.81, -3.97], [4.60, -5.54, 2.10], [-3.49, 1.77, -5.03]],
  "mulliken_charge": [-0.37, 0.36, 0.06, 0.28, 0.37, 0.06, 0.33, -1.03, 0.36, -0.16, -0.19, -1.22, -0.41, -0.76, -1.11, 0.25, 0.38, 0.34, -0.50, 0.34, -0.02, 0.32, 0.31, 0.24, 0.08, -0.31, -0.12, 0.46, 0.30, 0.31, 0.15, 0.99, -0.22, 0.35, -0.82, -0.93, 0.22, -0.55, 0.36, 0.32, 0.26, 0.42, 0.23, -0.28, 0.29, 0.20, -0.58, 0.33, 1.14, -0.38, 0.30, -0.36, -0.32, 0.30, 0.91, -0.30, 0.37, 0.32, -0.43, 0.56, -0.75, -0.02, -1.00, -0.17, 0.24, 0.28, -0.33, 0.44, 0.26, 0.34, 0.25, 0.33, -0.38, 0.29, 0.23, 0.30, 0.26, -0.99, 0.39, -0.31, -1.05, -1.11, 0.34, -0.35, -0.38, 0.12, 0.36, 0.91, 0.05, -0.33, 0.34, -0.30],
  "homo_energy_ev": -8.5,
  "homo_lumo_gap_ev": 6.42
}


Entry 2:
{
  "formula": "C26H46O2P2Tl",
  "method": "ωB97M-V/def2-TZVPD",
  "elements": ["C", "H", "H", "Tl", "O", "C", "H", "H", "H", "H", "H", "H", "H", "C", "H", "H", "C", "H", "H", "H", "C", "H", "H", "H", "H", "H", "P", "C", "H", "H", "C", "P", "C", "C", "C", "H", "H", "C", "C", "H", "C", "H", "C", "H", "H", "C", "O", "H", "H", "C", "H", "H", "C", "C", "C", "C", "C", "H", "H", "C", "H", "H", "C", "H", "C", "H", "C", "H", "H", "H", "H", "H", "H", "H", "H", "H", "C"],
  "xyz": [[0.01, -2.26, -1.17], [-4.22, -4.14, 2.95], [-5.37, 1.84, 3.51], [-0.54, -0.36, 1.49], [-3.09, -2.61, 2.11], [-2.27, 1.83, 4.66], [-3.79, -1.70, -1.13], [-5.35, 0.95, 1.98], [-3.09, 2.22, 5.27], [2.57, -1.77, 2.14], [-2.27, 0.73, 4.75], [-0.04, -2.58, -2.23], [-1.33, 2.20, 5.08], [-2.02, 3.17, 1.18], [4.82, -0.83, -4.49], [2.35, 1.98, 0.49], [-0.18, 3.49, 2.97], [2.95, 1.27, -1.04], [4.31, -2.06, -0.42], [-4.57, 1.42, -0.16], [4.53, -2.52, -2.56], [-4.94, -2.51, 2.98], [3.07, -0.08, 2.35], [-2.78, -2.98, -1.90], [2.14, -2.44, -0.73], [2.11, 0.47, -3.95], [-1.46, -1.20, -0.90], [-1.40, 3.90, 0.06], [-2.98, -2.89, -0.10], [-1.57, -0.63, -3.28], [2.95, -0.89, 1.61], [1.73, -0.35, 0.39], [2.10, 1.28, -0.33], [-2.42, 2.26, 3.25], [5.01, 0.47, -2.74], [-1.56, 3.39, -0.90], [4.82, 1.55, -2.61], [-1.48, 3.00, 2.48], [-4.74, 1.23, 2.85], [6.09, 0.39, -2.96], [2.81, -0.36, -3.82], [-0.79, 0.67, -2.32], [-1.87, -2.25, 2.51], [-5.09, 3.09, 0.13], [-4.47, 0.32, 3.39], [-4.21, 2.45, -0.01], [-1.36, -2.53, 3.58], [3.93, -1.12, 1.19], [-3.62, -2.92, 4.13], [3.21, -2.81, -3.32], [3.48, -3.36, -4.24], [2.61, -3.51, -2.72], [4.42, -1.57, -1.40], [-2.89, -2.32, -1.03], [1.41, -1.63, -0.89], [4.26, -0.01, -4.01], [-3.29, 2.53, 1.14], [-3.71, 2.76, -0.94], [1.22, 1.69, -0.87], [-1.60, -0.07, -2.33], [-0.10, -3.16, -0.55], [-0.32, 4.01, 0.20], [4.66, -0.25, -1.48], [4.73, 0.35, -0.56], [-4.03, -3.08, 3.12], [4.87, -3.49, -2.14], [2.36, -1.61, -3.62], [1.29, -1.82, -3.75], [-1.82, 4.92, -0.04], [0.43, 3.88, 2.15], [1.76, -1.08, -1.78], [-0.31, 4.30, 3.71], [5.31, -2.22, -3.27], [4.30, 0.83, -4.73], [0.39, 2.70, 3.47], [-2.56, 0.47, -2.26], [-3.54, 1.97, 2.42]],
  "mulliken_charge": [-1.37, 0.29, 0.33, 0.84, -0.25, -1.38, 0.42, 0.39, 0.34, 0.45, 0.22, 0.55, 0.41, 0.55, 0.28, 0.47, -1.55, -0.13, 0.65, 0.30, -1.34, 0.25, 0.39, 0.43, 0.70, 0.44, 0.81, -1.58, 0.24, 0.43, -1.32, 0.28, -0.60, 0.61, -0.93, 0.33, 0.35, 0.38, -1.50, 0.37, -0.23, 0.21, 0.23, 0.33, 0.23, -1.58, -0.57, 0.35, 0.34, -0.54, 0.45, 0.32, -0.14, -1.19, 0.65, -0.89, 0.71, 0.38, 0.18, -1.25, 0.27, 0.35, -0.67, 0.91, -0.82, 0.41, -0.55, 0.67, 0.30, 0.33, -1.18, 0.33, 0.36, 0.43, 0.30, 0.41, 0.61],
  "charge": 1,
  "homo_energy_ev": [-9.3, -9.4],
  "homo_lumo_gap_ev": [5.92, 5.53]
}


Entry 3:
{
  "formula": "C26H47BF5IN5O3",
  "method": "ωB97M-V/def2-TZVPD",
  "elements": ["N", "H", "H", "N", "C", "H", "H", "C", "H", "H", "H", "N", "H", "C", "H", "H", "H", "F", "O", "C", "H", "C", "C", "N", "H", "F", "H", "H", "C", "H", "C", "H", "H", "B", "H", "C", "H", "C", "C", "C", "C", "C", "N", "C", "H", "H", "C", "H", "C", "H", "H", "H", "H", "C", "F", "H", "H", "H", "H", "C", "H", "H", "H", "H", "O", "C", "C", "H", "C", "H", "H", "H", "H", "H", "I", "F", "C", "H", "H", "C", "H", "F", "H", "H", "C", "C", "H", "O"],
  "xyz": [[5.76, 1.89, -1.11], [4.05, 1.04, -2.84], [3.71, 0.21, -1.37], [0.06, 1.08, -0.89], [-2.33, 0.81, 1.95], [-4.44, 0.20, -1.85], [-3.09, 0.59, 1.22], [4.28, -0.71, 2.70], [-5.15, -2.68, -1.18], [-2.61, 1.77, 2.37], [2.03, 1.24, 2.92], [0.76, -1.73, -0.91], [-0.21, -3.44, 0.72], [3.65, 1.19, -1.85], [1.22, -1.45, -3.35], [-4.58, 1.45, -0.09], [-7.19, 1.76, 1.36], [3.56, 3.99, -2.86], [-6.00, -0.04, -0.48], [-5.16, -0.54, -1.50], [0.03, -1.26, 2.27], [1.90, -2.19, -2.95], [3.06, -2.65, -0.73], [2.22, 1.51, -1.88], [4.26, 4.20, -0.66], [2.10, 4.08, -4.46], [-1.06, -3.35, 2.92], [4.73, 1.00, 1.51], [-0.92, 0.99, 1.36], [3.50, -0.41, 3.39], [0.52, -3.15, 1.47], [1.71, -1.55, 2.12], [-1.42, -0.35, 3.58], [2.65, 0.65, 1.17], [-3.69, -2.01, -1.80], [-3.83, -1.80, 0.33], [-6.10, 1.99, -0.74], [2.82, 3.23, -3.68], [0.77, -1.65, 1.57], [1.84, -2.14, -1.44], [1.39, 0.95, -0.99], [3.97, 3.27, -0.18], [1.83, 0.12, 0.01], [1.73, 2.40, -2.93], [3.93, -2.56, -1.38], [4.42, 3.20, 0.80], [-0.55, 0.08, 0.09], [0.55, -3.12, 3.62], [-2.40, -0.15, 3.16], [-1.03, 2.13, -2.05], [-1.39, -1.09, -1.49], [5.21, -0.44, 3.18], [3.26, -2.16, 0.22], [-6.14, 1.51, 1.37], [3.56, 2.48, -4.50], [2.89, 3.23, -0.05], [4.53, -0.40, 0.51], [4.20, -1.78, 2.55], [-5.80, -0.77, -2.36], [4.52, 2.13, -1.02], [-2.88, -1.09, 2.92], [-4.10, -2.74, 0.81], [2.90, -3.71, -0.52], [-5.61, 2.36, 1.79], [-0.70, 1.22, -2.04], [0.73, -0.82, 0.26], [-5.66, 1.27, -0.05], [-2.54, 0.03, -0.72], [-1.71, -0.65, -0.56], [-2.06, -2.75, -0.21], [6.30, 2.55, -0.55], [1.43, -3.72, 1.29], [-4.22, -1.01, 0.96], [-3.00, 0.31, 3.94], [-0.73, 3.13, 1.00], [0.84, 3.29, -2.43], [-2.29, -1.82, 0.28], [-5.98, 0.64, 2.00], [1.56, -3.17, -3.28], [-4.48, -1.84, -1.07], [-1.93, -1.83, 1.30], [1.15, 1.65, -3.90], [-0.23, 0.70, 2.14], [0.12, -4.70, 2.97], [-0.01, -3.63, 2.84], [4.13, 0.11, 1.38], [2.91, -1.99, -3.31], [2.19, 1.59, 2.04]],
  "mulliken_charge": [-0.74, 0.70, -0.18, 0.57, 0.78, 0.31, -1.04, -1.33, 0.54, 0.97, 0.41, -0.53, 0.43, -0.64, 0.40, -0.16, 0.39, -0.18, -0.39, -0.67, -0.64, -1.61, -1.34, 1.04, 0.49, -0.25, 0.25, 0.35, -1.23, 0.27, -0.51, 0.42, 0.28, -0.31, 0.22, -0.40, 0.45, 0.52, -0.47, 0.97, -2.24, -1.30, 0.61, 0.92, 0.41, 0.51, 1.14, 0.31, -1.55, 0.32, 1.17, 0.37, 0.10, -1.37, -0.22, 0.21, 0.37, 0.30, 0.44, 0.72, 0.34, 0.56, 0.39, 0.35, -0.52, 1.44, 0.33, 0.39, -0.81, 0.65, 0.33, 0.46, 0.02, 0.44, 0.05, -0.29, 0.14, 0.29, 0.39, -0.92, -1.10, -0.31, 0.00, 0.48, -1.43, 0.42, 0.39, -0.83],
  "charge": 1,
  "smiles": "[H]/N=C(\\C)CN(C1=[N+](O)[C@](CCCCCOCC)([C@@H](I)CC)[C@@](CCC)(N=C(C)C)N1B(O)CC)C(F)(F)C(F)(F)F",
  "homo_energy_ev": -11.6,
  "homo_lumo_gap_ev": 8.62
}


What did we get for electronic energy? Answer: -98632.9394, -55063.9964, -63674.2020 eV, in the order shown.